<1>
23
Properties=species:S:1:pos:R:3:lowdin_charge:R:1 method="wB97M-V/def2-TZVPD" homo_lumo_gap_ha=0.3280 homo_energy_ev=-13.99 charge=+1
C 0.6004 1.2573 -2.5232 -0.0141
C 0.2545 0.9079 -1.1014 -0.2961
C 0.5872 -0.3471 -0.5827 0.1445
C -1.1584 0.1475 -0.9457 -0.1295
C -1.8553 0.0910 0.4340 -0.2101
C -1.5284 -1.0963 1.3024 -0.0928
N 2.5227 -0.4625 2.4508 0.0059
H -0.2416 1.7583 -2.9845 0.0936
H 1.4101 1.9837 -2.5331 0.1032
H 0.9258 0.4032 -3.1170 0.1027
H 0.2455 1.7388 -0.4055 0.1656
H 0.7173 -1.2489 -1.1660 0.1392
H 1.1807 -0.3836 0.3290 0.0993
H -1.3945 -0.5490 -1.7541 0.1585
H -1.7750 0.9608 -1.3696 0.1787
H -1.6460 1.0251 0.9270 0.1215
H -2.9229 0.1124 0.2184 0.1242
H -2.3273 -1.3669 1.9631 0.0790
H -0.6372 -0.9072 1.9115 0.0763
H -1.3624 -2.0300 0.7964 0.0801
H 3.0008 -1.2936 2.0960 0.0236
H 2.0663 -0.7713 3.3066 0.0231
H 3.3376 0.0703 2.7479 0.0233

---

<2>
23
Properties=species:S:1:pos:R:3:lowdin_charge:R:1 method="wB97M-V/def2-TZVPD" homo_lumo_gap_ha=0.3368 homo_energy_ev=-14.37 charge=+1
C -0.3792 -1.8773 2.3772 0.0029
C 1.2377 -0.1492 1.8514 0.1531
N 0.9477 -1.3939 1.9905 0.0033
H -0.3484 -2.4881 3.2794 0.1106
H -0.8309 -2.3635 1.5365 0.0962
H -0.9235 -0.9196 2.6360 0.1235
H 0.5156 0.6203 1.9937 0.1076
H 2.2090 0.0994 1.4884 0.1244
H 1.6526 -2.0907 1.6967 0.1934
C 0.2901 2.1182 -1.4240 -0.0754
C -0.7647 1.0032 -1.7018 -0.4675
C -0.2338 0.0144 -2.7198 -0.0994
C -1.0541 0.3310 -0.3198 -0.0987
H -0.2296 2.9314 -0.9767 0.0655
H 1.0738 1.7301 -0.7256 0.0713
H 0.7884 2.4521 -2.3265 0.0794
H -1.6946 1.4632 -2.0907 0.1384
H -0.9934 -0.8582 -2.8468 0.1131
H 0.7892 -0.3404 -2.4609 0.0882
H -0.1479 0.4552 -3.6784 0.0590
H -1.5721 0.9530 0.4646 0.0982
H -1.5076 -0.7061 -0.3719 0.0889
H 0.0083 0.1783 0.0693 0.0241

---

Consider the structures shown above. The most stable of them is <2>.